Density functional theory data (ωB97M-V/def2-TZVPD) for C29H42F4N8O2STi as an isolated structure.

Geometry as XYZ:
```
87
Properties=species:S:1:pos:R:3
C 0.497 6.262 0.469
C -1.252 -2.448 1.019
H -0.388 -0.512 2.834
F -1.400 -0.047 -5.033
C -0.211 -0.251 -4.439
C 1.075 -0.397 -2.343
H 1.313 -3.607 0.684
N 1.031 -0.253 -1.017
C -0.655 5.682 0.980
C 2.446 2.699 -1.908
C 0.137 -5.355 0.194
H -1.940 -5.624 -0.214
C -3.357 3.575 -0.089
H 0.930 2.737 1.920
H 2.124 -5.123 1.024
C 0.269 -5.410 3.194
C 1.790 -0.445 1.292
F 3.402 -0.949 -2.622
H 0.459 -5.208 -0.839
H -3.402 2.568 2.442
H 1.621 -6.740 2.578
H -0.235 4.110 -3.603
H -0.918 -4.173 4.182
N -0.496 -5.095 4.282
C 1.621 1.915 1.745
C 1.155 -4.616 1.067
S -5.171 -0.722 0.397
C -0.284 3.612 -0.281
H -0.403 1.225 3.180
H -1.211 -5.784 4.481
C -2.462 3.988 1.086
F -1.254 0.068 -2.355
H -1.631 -5.023 1.409
H 0.841 7.231 0.811
Ti -0.662 0.563 -0.156
H 2.167 2.128 0.827
H 2.665 -1.463 -0.365
H 0.187 -6.426 0.409
H -1.257 6.238 1.695
H -1.827 2.063 1.822
N 0.723 -4.426 2.455
H 0.047 -3.606 2.475
H 2.973 0.268 -0.370
C -3.720 -0.030 0.165
N 0.875 0.662 1.617
H -0.258 2.542 -2.793
C -1.677 -3.478 -0.057
C 2.196 -0.485 -0.184
C 0.227 0.381 2.905
C 2.181 -0.708 -3.172
C -1.331 -4.924 0.362
N -1.191 -3.070 -1.364
C 1.418 3.785 -2.236
H 2.699 -0.388 1.913
N -0.465 2.279 -0.428
H 1.272 -1.369 1.545
H -2.865 2.819 -0.696
H -4.302 3.159 0.273
N 0.777 -6.671 3.127
H 1.931 1.893 -1.390
H 2.908 2.302 -2.818
H 1.950 4.625 -2.696
N -2.673 0.465 -0.002
H -1.434 -3.742 -2.080
H -3.572 4.445 -0.714
H 0.983 0.240 3.696
H -2.920 4.876 1.537
C 0.748 4.329 -0.984
H 1.969 6.077 -1.074
H 0.853 -0.534 -6.301
H -2.770 -3.404 -0.084
C 1.140 5.592 -0.563
H -0.192 -2.905 -1.382
H 3.234 3.099 -1.263
C -1.088 4.419 0.597
C 0.902 -0.516 -5.223
H 2.332 1.848 2.583
C 0.390 3.284 -3.255
H 0.870 -7.108 4.031
O -1.266 -2.802 2.239
F 3.201 -1.012 -5.260
H 0.887 2.832 -4.120
H -1.926 3.328 3.076
O -0.909 -1.341 0.599
C -0.126 -0.197 -3.075
C 2.084 -0.744 -4.546
C -2.399 2.916 2.179
```

The charge is -1. For the energy, the calculation gives -91594.7209 eV. As for the spin multiplicity: 2.